Computed, not measured: a cluster of 7 separate species, C27H58N3O15P3 in total in a non-equilibrium geometry, with ωB97M-V with the def2-TZVPD basis set.

Cartesian coordinates (Å):
C -0.184 -0.052 0.462
C -0.029 1.375 0.269
N 0.047 2.552 0.107
H -0.405 -0.273 1.506
H 0.703 -0.640 0.228
H -0.928 -0.367 -0.269
C -0.141 -3.994 -0.487
C -1.599 -4.215 -0.804
N -2.693 -4.396 -0.977
H 0.307 -4.711 0.202
H -0.090 -3.134 0.181
H 0.427 -3.783 -1.393
C 0.250 4.951 2.153
C 0.443 6.302 2.542
N 0.584 7.370 2.847
H -0.053 4.843 1.112
H -0.472 4.458 2.804
H 1.119 4.294 2.195
C 0.260 5.215 -2.754
C -1.233 4.939 -3.054
O -1.617 5.222 -4.405
P -2.371 6.663 -4.774
O -1.586 7.849 -4.240
O -2.620 6.695 -6.316
C -2.106 5.661 -7.172
C -1.197 6.263 -8.322
O -3.733 6.298 -4.062
C -4.535 7.325 -3.501
C -6.048 6.808 -3.539
H 0.384 6.288 -2.612
H 0.547 4.694 -1.840
H 1.112 5.106 -3.426
H -1.486 3.927 -2.735
H -1.772 5.457 -2.261
H -1.540 4.842 -6.728
H -3.064 5.270 -7.514
H -0.620 5.502 -8.846
H -1.943 6.600 -9.041
H -0.523 7.092 -8.105
H -4.194 7.763 -2.563
H -4.407 8.185 -4.158
H -6.583 7.588 -2.997
H -6.337 6.611 -4.571
H -6.185 5.862 -3.015
C -1.024 -0.449 4.546
C -2.068 -1.533 4.811
O -1.598 -2.750 4.301
P -2.128 -4.104 5.068
O -2.284 -3.963 6.582
O -3.436 -4.569 4.244
C -3.291 -4.761 2.861
C -3.481 -3.320 2.177
O -1.031 -5.201 4.621
C 0.302 -5.133 5.215
C 1.090 -5.949 4.220
H -0.891 0.181 5.426
H -0.052 -0.900 4.349
H -1.235 0.059 3.606
H -2.284 -1.684 5.869
H -3.079 -1.301 4.476
H -2.344 -5.207 2.561
H -4.119 -5.426 2.618
H -4.217 -2.720 2.711
H -2.528 -2.792 2.139
H -3.788 -3.477 1.143
H 0.564 -4.077 5.284
H 0.424 -5.537 6.220
H 2.133 -6.121 4.485
H 0.623 -6.909 3.999
H 1.157 -5.509 3.226
C 4.199 -3.792 4.992
C 4.421 -2.581 4.063
O 4.400 -2.913 2.654
P 2.891 -2.894 1.859
O 1.737 -2.178 2.431
O 3.286 -2.303 0.410
C 4.139 -1.078 0.244
C 4.482 -0.643 -1.258
O 2.624 -4.519 1.531
C 3.605 -5.443 1.239
C 3.022 -6.822 0.842
H 3.190 -4.193 4.899
H 4.953 -4.555 4.799
H 4.299 -3.533 6.046
H 3.547 -1.949 4.220
H 5.261 -1.908 4.233
H 3.556 -0.241 0.629
H 5.074 -1.162 0.799
H 4.955 -1.508 -1.723
H 3.513 -0.372 -1.677
H 5.053 0.284 -1.194
H 4.212 -5.168 0.376
H 4.272 -5.634 2.080
H 2.417 -7.242 1.645
H 2.340 -6.791 -0.008
H 3.745 -7.499 0.386
C 0.032 0.999 -4.941
C 1.165 1.798 -4.204
O 1.141 1.113 -3.008
C 0.529 -0.051 -3.070
O 0.460 -0.903 -2.183
O -0.014 -0.210 -4.195
H 0.324 0.637 -5.927
H -0.931 1.503 -5.030
H 0.679 2.769 -4.102
H 2.113 1.833 -4.741

## Properties
HOMO level (spin up / spin down) in eV: -11.533 / -11.533
M in g/mol: 757.69
Gap between HOMO and LUMO (spin up / spin down) in eV: 8.807 / 1.745
Multiplicity: 2
<S²>: 0.76
Lowest unoccupied orbital energy (spin up / spin down) in eV: -2.73 / -9.79
Total charge: +1